No. 1
Density functional theory data (ωB97M-V/def2-TZVPD) for a molecular structure, C33H32N2O4PV.

Structure (ORCA input):
```
! wB97M-V def2-TZVPD RIJCOSX def2/J DEFGRID3
* xyz 2 3
V -0.06 0.26 -0.09
O -4.89 4.79 -1.67
C -3.95 4.40 -2.65
C -2.93 3.51 -1.99
C -1.66 3.33 -2.52
C -0.78 2.48 -1.89
N -1.11 1.79 -0.78
C -2.34 1.96 -0.27
C -3.27 2.81 -0.84
C -2.64 1.04 0.84
C -3.75 1.13 1.66
C -3.98 0.15 2.61
C -5.17 0.23 3.52
O -5.68 1.55 3.48
C -3.09 -0.92 2.68
C -1.99 -0.93 1.85
N -1.73 0.04 0.96
H -5.48 5.46 -2.04
H -3.45 5.25 -3.12
H -4.43 3.81 -3.44
H -1.35 3.85 -3.42
H 0.23 2.35 -2.26
H -4.25 2.94 -0.41
H -4.44 1.96 1.58
H -4.87 -0.05 4.53
H -5.92 -0.50 3.18
H -6.45 1.61 4.06
H -3.23 -1.72 3.39
H -1.28 -1.75 1.90
O 0.72 -1.65 0.13
C 0.97 -0.88 1.04
C 1.69 -0.78 2.27
C 2.39 -1.79 2.94
C 3.04 -1.46 4.12
C 3.01 -0.16 4.61
C 2.33 0.85 3.93
C 1.65 0.53 2.76
P 0.80 1.70 1.63
C -0.50 2.48 2.62
C -0.95 1.93 3.81
C -1.99 2.55 4.50
C -2.56 3.71 4.01
C -2.12 4.26 2.82
C -1.09 3.65 2.12
C 2.11 2.94 1.44
C 3.29 2.51 0.83
C 4.39 3.34 0.76
C 4.33 4.61 1.31
C 3.16 5.05 1.92
C 2.05 4.22 1.99
H 2.41 -2.80 2.55
H 3.59 -2.23 4.65
H 3.54 0.07 5.52
H 2.33 1.87 4.31
H -0.50 1.03 4.21
H -2.33 2.13 5.44
H -3.36 4.19 4.56
H -2.56 5.18 2.44
H -0.73 4.08 1.19
H 3.34 1.50 0.42
H 5.30 3.00 0.29
H 5.19 5.26 1.26
H 3.12 6.04 2.35
H 1.15 4.57 2.48
C 2.92 2.15 -2.58
C 2.26 0.79 -2.75
O 1.82 0.24 -1.48
H 3.02 2.64 -3.55
H 3.91 2.05 -2.14
H 2.33 2.79 -1.92
H 2.94 0.09 -3.22
H 1.37 0.86 -3.38
H 2.53 -0.32 -1.14
*
```

Computed properties:
ΔE to the lowest compared entry with this formula, charge and spin   0.00 kcal per mole
HOMO level (alpha / beta)   -14.13 / -13.97 eV
LUMO level (alpha / beta)   -6.13 / -6.36 eV
⟨S²⟩   2.04


No. 2
Density functional theory data (ωB97M-V/def2-TZVPD) for a single C4H5NOS2 molecule.

Structure (ORCA input):
```
! wB97M-V def2-TZVPD RIJCOSX def2/J DEFGRID3
* xyz 0 1
N -1.43 -0.44 -1.72
C -0.70 -0.05 -0.73
O -0.55 1.32 -0.59
C 0.49 1.56 0.41
C 0.72 0.40 0.89
S 2.21 0.19 1.79
C 0.03 -0.78 0.08
S 0.14 -2.59 0.27
H -2.36 0.09 -1.94
H -1.61 -1.41 -1.92
H 0.78 2.64 0.68
H 2.78 1.65 1.29
H -0.47 -2.59 1.49
*
```

Computed properties:
ΔE to the lowest compared entry with this formula, charge and spin   73.20 kcal per mole
HOMO level   -8.17 eV
LUMO level   0.33 eV


No. 3
Density functional theory data (ωB97M-V/def2-TZVPD) for a molecular structure, C51H55AsN5NaO3Te.

Structure (ORCA input):
```
! wB97M-V def2-TZVPD RIJCOSX def2/J DEFGRID3
* xyz -2 1
Na -0.29 -0.33 -0.92
C 1.27 3.18 -3.73
N 1.77 2.44 -2.58
C 2.63 1.30 -2.90
C 2.31 0.50 -4.15
C 0.98 -0.25 -4.29
N 0.66 -1.08 -3.14
C 0.73 -2.34 -3.36
C 0.38 -3.42 -2.48
C 0.92 -4.69 -2.73
C 0.67 -5.78 -1.92
C -0.19 -5.60 -0.82
C -0.79 -4.39 -0.57
C -0.56 -3.23 -1.40
O -1.17 -2.15 -1.20
C 2.50 3.37 -1.72
C 2.77 2.79 -0.33
C 1.45 2.50 0.42
N 0.51 3.56 0.13
C 0.41 4.47 1.01
C -0.15 5.81 0.89
C -0.23 6.54 2.09
C -0.61 7.86 2.15
C -0.93 8.51 0.94
C -0.87 7.84 -0.25
C -0.48 6.45 -0.37
O -0.42 5.90 -1.49
H 2.07 3.73 -4.26
H 0.53 3.89 -3.37
H 0.77 2.52 -4.44
H 2.65 0.62 -2.05
H 3.67 1.67 -3.04
H 3.09 -0.28 -4.21
H 2.45 1.14 -5.02
H 1.10 -0.88 -5.18
H 0.14 0.42 -4.48
H 1.11 -2.67 -4.35
H 1.59 -4.80 -3.58
H 1.13 -6.74 -2.12
H -0.39 -6.44 -0.16
H -1.46 -4.26 0.27
H 1.90 4.27 -1.60
H 3.45 3.65 -2.20
H 3.34 3.53 0.24
H 3.38 1.89 -0.42
H 1.66 2.44 1.51
H 1.07 1.53 0.09
H 0.85 4.28 2.01
H 0.03 6.03 3.01
H -0.65 8.39 3.10
H -1.24 9.55 0.96
H -1.12 8.34 -1.18
O 1.33 -1.48 -0.24
As 2.54 -1.76 0.81
C 2.08 -1.18 2.58
C 0.72 -0.93 2.76
C 0.25 -0.55 4.01
C 1.14 -0.42 5.07
C 2.49 -0.68 4.89
C 2.97 -1.06 3.64
C 4.15 -0.92 0.16
C 4.42 -1.12 -1.19
C 5.51 -0.51 -1.79
C 6.32 0.34 -1.04
C 6.03 0.57 0.29
C 4.94 -0.05 0.90
C 2.91 -3.65 1.02
C 2.65 -4.28 2.23
C 2.89 -5.64 2.36
C 3.39 -6.37 1.29
C 3.63 -5.74 0.08
C 3.40 -4.38 -0.06
H 0.03 -1.04 1.93
H -0.81 -0.35 4.14
H 0.77 -0.12 6.05
H 3.18 -0.58 5.72
H 4.02 -1.28 3.51
H 3.73 -1.72 -1.78
H 5.71 -0.66 -2.84
H 7.17 0.82 -1.50
H 6.64 1.26 0.86
H 4.70 0.17 1.93
H 2.25 -3.72 3.06
H 2.67 -6.14 3.30
H 3.57 -7.43 1.39
H 3.98 -6.31 -0.77
H 3.56 -3.90 -1.01
C -8.46 -0.33 4.48
C -7.26 -0.46 3.58
C -6.78 0.61 2.85
C -5.65 0.51 2.03
C -5.20 1.73 1.29
C -4.95 -0.72 1.92
Te -3.24 -0.91 0.63
C -5.45 -1.81 2.66
C -4.82 -3.18 2.61
C -6.58 -1.67 3.46
H -8.84 0.69 4.48
H -8.21 -0.60 5.51
H -9.28 -0.99 4.16
H -7.29 1.57 2.91
H -5.94 2.53 1.35
H -4.99 1.50 0.24
H -4.25 2.10 1.70
H -3.88 -3.16 2.06
H -5.48 -3.90 2.12
H -4.63 -3.55 3.63
H -6.93 -2.53 4.02
N -4.17 0.85 -4.18
C -3.93 -0.41 -4.67
C -2.76 -0.81 -4.09
N -2.29 0.17 -3.26
C -3.15 1.15 -3.33
H -4.96 1.42 -4.38
H -4.59 -0.90 -5.37
H -2.24 -1.75 -4.18
H -3.09 2.07 -2.77
*
```

Computed properties:
HOMO level   -0.96 eV
LUMO level   3.32 eV


No. 4
Density functional theory data (ωB97M-V/def2-TZVPD) for a molecular structure, C19H9Cl5FN3O8SSc.

Structure (ORCA input):
```
! wB97M-V def2-TZVPD RIJCOSX def2/J DEFGRID3
* xyz -1 1
Sc 0.09 0.63 -0.02
Cl -1.77 7.67 -0.02
C -1.76 5.92 -0.02
C -0.54 5.24 -0.02
Cl 0.98 6.09 -0.02
C -0.56 3.84 -0.02
Cl 0.86 2.86 -0.02
C -1.73 3.06 -0.02
O -1.59 1.80 -0.02
C -2.94 3.79 -0.02
Cl -4.46 2.91 -0.02
C -2.96 5.21 -0.02
Cl -4.49 6.07 -0.02
F 4.74 -4.26 0.14
C 5.02 -2.98 -0.20
C 4.55 -1.93 0.58
N 4.82 -0.63 0.26
C 4.30 0.45 1.12
C 2.80 0.44 1.13
O 2.19 0.27 2.17
O 2.12 0.63 -0.02
C 5.59 -0.35 -0.86
O 5.85 0.80 -1.17
N 6.06 -1.38 -1.64
C 5.78 -2.68 -1.33
O 6.21 -3.59 -2.03
H 3.95 -2.16 1.46
H 4.63 1.45 0.78
H 4.69 0.31 2.16
H 6.63 -1.17 -2.49
O -0.62 -2.62 0.53
C -1.61 -1.94 0.25
N -1.64 -0.62 -0.02
S -3.13 -0.14 -0.34
O -3.78 0.69 0.68
O -3.43 0.20 -1.72
C -3.92 -1.69 -0.14
C -5.25 -2.02 -0.27
C -5.59 -3.35 -0.05
C -4.60 -4.30 0.29
C -3.25 -3.92 0.41
C -2.93 -2.59 0.19
H -5.98 -1.26 -0.53
H -6.63 -3.67 -0.14
H -4.88 -5.34 0.45
H -2.48 -4.63 0.66
H 0.66 -1.13 -0.02
*
```

Computed properties:
HOMO level   -4.61 eV
LUMO level   2.11 eV